No. 1
The following is a quantum chemistry calculation of a molecular structure, C18H15CuN5SSeSi in a non-equilibrium geometry, from the OMol25 dataset.

The spin multiplicity is 2. Its expectation value of S² is 0.755. As for the LUMO energy (spin up / spin down): -1.303 / -1.449 eV. The charge is 0. Its total energy is -5698.2840 Ha.

```
42
Properties=species:S:1:pos:R:3:forces:R:3
Cu -1.49995 -1.41446 -1.37879 0.49 -0.08 -0.36
Se -1.81203 4.14177 3.95314 -0.18 -0.60 -0.60
N -1.99761 2.35033 3.99754 0.02 0.25 0.71
C -1.92186 1.89977 2.78799 0.29 -0.10 -0.13
C -1.91672 0.47550 2.43064 -0.20 0.40 -0.16
C -2.08029 -0.55394 3.36009 0.33 1.17 -0.28
C -2.10989 -1.84680 2.93272 -0.46 -0.26 0.47
C -1.95167 -2.08772 1.58115 0.52 -1.00 -1.00
N -1.74849 -1.12879 0.69320 -0.20 0.16 0.20
C -1.77347 0.15525 1.08507 -0.14 -0.79 0.65
C -1.67522 1.16583 0.04815 0.06 0.83 0.03
N -1.67927 0.71241 -1.20196 0.06 0.67 -0.78
C -1.60750 1.59746 -2.18629 0.09 0.30 -0.82
C -1.45196 2.97834 -1.97384 0.08 -1.34 0.40
C -1.40545 3.43078 -0.68836 -0.27 0.68 1.00
C -1.59450 2.53552 0.36088 -0.15 -1.06 0.00
C -1.73849 2.90821 1.77012 0.38 -0.13 -0.83
N -1.66309 4.13878 2.15300 0.02 0.56 0.74
H -2.14088 -0.23798 4.38147 -0.22 -0.23 0.52
H -2.32679 -2.62349 3.64960 0.21 -0.29 -0.17
H -1.91121 -3.10172 1.14190 -0.21 0.56 0.58
H -1.65523 1.22341 -3.22483 0.05 0.04 0.76
H -1.32705 3.64423 -2.78108 0.03 0.52 -0.88
H -1.27735 4.48201 -0.42769 -0.04 -0.21 -0.24
C 4.04229 0.52326 -1.57015 0.80 1.63 0.76
Si 3.44333 -1.15833 -1.29397 -1.08 -1.33 0.34
C 4.32192 -2.32785 -2.43129 0.13 -0.31 -0.67
C 3.77225 -1.66200 0.47061 0.08 0.80 0.19
C 1.61741 -1.25546 -1.52790 2.15 0.19 0.00
C 0.43139 -1.43639 -1.54191 -2.59 -0.10 0.12
H 5.14294 0.55225 -1.61241 -0.24 -0.04 0.17
H 3.71548 1.24518 -0.78260 0.22 -0.57 -0.49
H 3.71281 0.92240 -2.50834 -0.34 0.19 -0.65
H 5.35755 -2.41109 -2.12752 0.35 -0.20 0.38
H 4.41244 -1.95842 -3.45588 -0.37 0.09 -0.05
H 3.88800 -3.33639 -2.48361 0.07 0.31 0.14
H 4.81792 -1.50479 0.67362 0.69 0.03 0.10
H 3.54700 -2.65848 0.77670 -0.28 -0.89 -0.16
H 3.25223 -1.01927 1.17714 -0.22 0.24 -0.02
S -5.61472 -3.13743 -0.95843 -0.13 0.02 -0.13
C -4.29681 -2.38478 -1.47550 0.58 0.20 0.24
N -3.29750 -1.83711 -1.79242 -0.38 -0.33 -0.07
```
Positions in Å, forces in eV/Å.

Löwdin charges in e: atom 1 (Cu): 0.5115, atom 2 (Se): 1.1185, atom 3 (N): -0.2194, atom 4 (C): -0.3300, atom 5 (C): -0.0679, atom 6 (C): 0.0181, atom 7 (C): -0.0225, atom 8 (C): -0.0760, atom 9 (N): 0.0672, atom 10 (C): -0.1234, atom 11 (C): -0.1313, atom 12 (N): 0.0670, atom 13 (C): -0.0678, atom 14 (C): -0.0198, atom 15 (C): 0.0094, atom 16 (C): -0.0670, atom 17 (C): -0.3458, atom 18 (N): -0.2120, atom 19 (H): 0.1179, atom 20 (H): 0.1174, atom 21 (H): 0.1391, atom 22 (H): 0.1346, atom 23 (H): 0.1000, atom 24 (H): 0.1265, atom 25 (C): -0.2019, atom 26 (Si): 0.3675, atom 27 (C): -0.1909, atom 28 (C): -0.1854, atom 29 (C): -0.2345, atom 30 (C): -0.1785, atom 31 (H): 0.0425, atom 32 (H): 0.0513, atom 33 (H): 0.0221, atom 34 (H): 0.0233, atom 35 (H): 0.0311, atom 36 (H): 0.0396, atom 37 (H): 0.0216, atom 38 (H): 0.0207, atom 39 (H): 0.0290, atom 40 (S): 0.5294, atom 41 (C): -0.9795, atom 42 (N): -0.0519


No. 2
The following is a quantum chemistry calculation of C18H15F3N4O3 in the gas phase in a non-equilibrium geometry, from the OMol25 dataset.

The SMILES is CN(Cc1cnccn1)C(=O)c1cc(COc2cccc(C(F)(F)F)c2)on1. As for the LUMO energy: 0.512 eV. The charge is 0. Its total energy is -1439.2398 Ha.

```
43
Properties=species:S:1:pos:R:3:forces:R:3
C -0.28821 3.90711 1.98700 0.32 0.15 -0.03
N -0.94719 2.73529 1.45097 0.01 0.14 0.02
C -0.27389 1.96927 0.56665 0.05 0.34 0.23
O 0.85284 2.24171 0.18587 0.00 -0.23 -0.22
C -0.93214 0.75699 0.00778 -0.23 -0.94 -0.59
N -1.86185 0.02915 0.57739 0.11 0.66 0.77
O -2.11052 -1.02399 -0.23284 0.06 -0.51 -0.55
C -1.32360 -0.94224 -1.31978 0.64 0.91 -0.09
C -0.54087 0.17079 -1.22672 -0.50 -0.52 0.02
H 0.20110 0.53699 -1.90248 0.19 0.02 -0.17
C -1.44282 -2.01053 -2.35917 -0.38 -0.21 0.16
O -0.42950 -1.94593 -3.32877 -0.03 0.19 -0.05
C 0.85453 -2.22958 -2.97321 0.54 -0.16 -0.04
C 1.27576 -2.60587 -1.70200 -0.31 0.00 -0.07
C 2.61431 -2.87318 -1.46743 0.12 -0.03 -0.10
C 3.54885 -2.77536 -2.48061 -0.01 0.04 -0.09
C 3.12298 -2.39872 -3.74822 -0.04 0.05 0.03
C 1.79027 -2.12950 -4.00226 -0.09 0.00 0.17
H 1.45605 -1.83617 -4.98444 -0.03 0.04 -0.12
C 4.10778 -2.32158 -4.88072 0.21 -0.11 -0.31
F 5.36175 -2.08411 -4.47066 0.06 0.04 0.27
F 4.15663 -3.47390 -5.58098 -0.12 -0.15 0.06
F 3.80783 -1.36208 -5.76902 -0.22 0.17 0.01
H 4.59097 -2.97972 -2.29520 0.09 -0.01 0.02
H 2.92865 -3.16030 -0.47625 0.01 -0.02 0.10
H 0.57759 -2.69000 -0.88459 -0.08 0.01 0.06
H -1.47999 -2.99599 -1.87299 0.01 0.11 -0.07
H -2.37631 -1.87296 -2.91698 0.14 -0.08 0.15
C -2.25909 2.47888 1.99589 -0.34 -0.21 -0.03
C -2.18720 1.98148 3.41725 0.01 0.02 0.12
N -2.89509 2.64130 4.32519 -0.12 0.16 -0.23
C -2.84192 2.21058 5.57658 0.09 -0.18 0.15
C -2.06600 1.11652 5.93196 -0.13 0.17 0.01
N -1.35054 0.45798 5.03109 0.20 -0.28 0.09
C -1.40952 0.88196 3.78141 -0.12 0.18 -0.08
H -0.83036 0.33444 3.05202 0.03 -0.01 -0.11
H -2.00764 0.75576 6.94907 -0.07 0.06 0.12
H -3.42984 2.76210 6.29716 0.00 -0.04 0.15
H -2.76914 1.72638 1.39208 -0.01 0.30 0.09
H -2.83630 3.40953 1.99089 0.05 -0.14 0.01
H -0.18138 3.81977 3.06979 -0.01 0.03 0.01
H 0.69565 3.98728 1.52958 -0.10 0.05 0.10
H -0.87264 4.80046 1.75965 -0.02 0.00 0.03
```
Positions in Å, forces in eV/Å.

Löwdin charges in e: atom 1 (C): -0.0142, atom 2 (N): -0.0868, atom 3 (C): -0.4045, atom 4 (O): 0.0715, atom 5 (C): -0.1649, atom 6 (N): 0.1065, atom 7 (O): 0.0418, atom 8 (C): -0.2316, atom 9 (C): 0.0828, atom 10 (H): 0.1326, atom 11 (C): -0.1090, atom 12 (O): -0.0198, atom 13 (C): -0.2505, atom 14 (C): -0.0054, atom 15 (C): -0.0507, atom 16 (C): -0.0177, atom 17 (C): -0.1150, atom 18 (C): 0.0722, atom 19 (H): 0.1368, atom 20 (C): -0.5867, atom 21 (F): 0.1400, atom 22 (F): 0.1388, atom 23 (F): 0.1406, atom 24 (H): 0.1194, atom 25 (H): 0.1114, atom 26 (H): 0.1142, atom 27 (H): 0.1457, atom 28 (H): 0.1492, atom 29 (C): -0.1096, atom 30 (C): -0.2503, atom 31 (N): 0.1217, atom 32 (C): -0.1179, atom 33 (C): -0.1278, atom 34 (N): 0.0804, atom 35 (C): -0.0743, atom 36 (H): 0.1073, atom 37 (H): 0.1014, atom 38 (H): 0.1028, atom 39 (H): 0.1081, atom 40 (H): 0.1290, atom 41 (H): 0.0961, atom 42 (H): 0.0884, atom 43 (H): 0.0980


No. 3
The following is a quantum chemistry calculation of a molecular structure, C18H15FLiN6O2, from the OMol25 dataset.

As for the LUMO energy: 2.635 eV. The charge is -1. Its total energy is -1281.4211 Ha.

```
43
Properties=species:S:1:pos:R:3:forces:R:3
Li -1.47381 -0.77619 -1.69751 0.33 -0.18 0.06
O -4.17343 1.88654 -2.42317 0.08 0.01 0.11
C -3.16197 1.21097 -2.20471 0.01 0.24 -0.19
O -2.88978 0.04305 -2.57898 -0.05 -0.15 0.05
C -2.04482 1.90413 -1.38431 0.00 -0.10 0.05
C -2.18249 3.26161 -1.00622 0.11 0.18 0.17
C -1.19776 3.85236 -0.26697 -0.10 -0.22 -0.14
C -0.05652 3.09373 0.10004 -0.12 -0.07 -0.08
C 1.01155 3.60756 0.86491 0.19 -0.02 0.09
C 2.08861 2.81771 1.17524 -0.13 0.28 0.04
C 2.14791 1.48627 0.72626 -0.08 -0.22 -0.12
C 1.12555 0.95966 -0.01612 0.13 -0.06 0.04
C -0.00092 1.74965 -0.33600 0.20 0.17 0.17
N -0.99709 1.18519 -1.06070 -0.38 -0.04 -0.28
H -3.08178 3.77239 -1.31871 0.00 0.02 0.00
H -1.26574 4.88913 0.04368 -0.02 0.01 0.00
H 0.96429 4.63810 1.19825 0.02 0.01 0.02
H 2.90413 3.21852 1.76373 0.00 0.03 0.01
H 3.00747 0.87118 0.95984 0.01 -0.03 -0.01
H 1.16528 -0.05670 -0.39654 -0.01 0.10 0.05
F 4.92824 -2.13788 1.12774 -0.04 -0.01 -0.03
C 3.79150 -2.23250 0.35486 -0.02 -0.01 -0.01
C 3.74724 -1.60107 -0.87780 0.10 -0.06 0.17
C 2.60692 -1.68608 -1.64792 -0.11 -0.05 -0.03
C 1.43892 -2.39192 -1.22489 0.16 0.01 0.10
C 0.23607 -2.36648 -1.95375 -0.46 0.10 -0.21
C 1.57704 -3.06954 0.02279 -0.05 0.02 -0.10
C 2.71778 -2.97857 0.80053 0.21 0.06 0.04
H 4.61077 -1.04649 -1.22604 0.01 0.01 0.01
H 2.58256 -1.17688 -2.60514 -0.02 0.01 0.00
H -0.52125 -3.11026 -1.70783 0.08 -0.06 0.00
H 0.29458 -2.12297 -3.01258 0.05 0.00 -0.01
H 0.75718 -3.68907 0.37055 -0.02 0.00 0.00
H 2.78474 -3.50077 1.74777 0.01 0.00 0.02
N -3.97993 -1.14881 3.07391 -0.23 0.00 0.18
N -2.97407 -1.21456 2.12377 0.39 0.00 -0.30
N -1.70616 -1.35030 2.44994 -0.23 0.04 0.10
C -1.14670 -1.42646 1.24825 0.07 -0.07 0.03
N -2.05423 -1.34293 0.27076 0.00 -0.01 -0.23
N -3.22262 -1.21014 0.84435 -0.20 0.06 0.36
H -3.57042 -0.72019 3.89625 0.06 0.00 -0.02
H -4.69537 -0.53154 2.70348 0.02 -0.02 -0.06
H -0.09147 -1.55942 1.07903 0.04 0.01 -0.01
```
Positions in Å, forces in eV/Å.

Löwdin charges in e: atom 1 (Li): 0.5726, atom 2 (O): -0.0140, atom 3 (C): -0.6671, atom 4 (O): -0.1203, atom 5 (C): -0.1750, atom 6 (C): 0.0015, atom 7 (C): -0.0123, atom 8 (C): -0.1651, atom 9 (C): -0.0522, atom 10 (C): -0.0918, atom 11 (C): -0.0642, atom 12 (C): 0.0009, atom 13 (C): -0.2083, atom 14 (N): 0.1146, atom 15 (H): 0.1085, atom 16 (H): 0.1082, atom 17 (H): 0.1039, atom 18 (H): 0.0955, atom 19 (H): 0.1012, atom 20 (H): 0.0845, atom 21 (F): -0.0188, atom 22 (C): -0.3235, atom 23 (C): -0.0655, atom 24 (C): -0.0941, atom 25 (C): -0.4108, atom 26 (C): -0.1633, atom 27 (C): -0.1101, atom 28 (C): -0.0576, atom 29 (H): 0.1061, atom 30 (H): 0.1037, atom 31 (H): 0.0152, atom 32 (H): 0.0144, atom 33 (H): 0.0964, atom 34 (H): 0.1046, atom 35 (N): 0.1158, atom 36 (N): -0.3029, atom 37 (N): 0.1273, atom 38 (C): -0.1948, atom 39 (N): -0.0147, atom 40 (N): 0.0839, atom 41 (H): 0.0885, atom 42 (H): 0.0930, atom 43 (H): 0.0862


Q: Which formula does entry 3 have?
A: C18H15FLiN6O2


Q: The lowest charge belongs to which entry?
A: C18H15FLiN6O2